Entry from the Open Molecules 2025 dataset: a single C18H14N2O4 molecule (ωB97M-V with the def2-TZVPD basis set).

As for the SMILES: N#Cc1c(O)cccc1/C=C(/O)C(=O)N/C=C\c1ccc(O)cc1. For the HOMO-LUMO gap, the calculation gives 7.86 eV. Its LUMO energy is -0.3 eV.

```
! RIJCOSX wB97M-V def2-TZVPD def2/J DEFGRID3
* xyz 0 1
N 0.84 0.98 -4.77
C 1.13 0.40 -3.81
C 1.56 -0.28 -2.63
C 2.69 0.19 -1.95
O 3.38 1.26 -2.45
C 3.21 -0.54 -0.90
C 2.57 -1.69 -0.40
C 1.39 -2.13 -1.02
C 0.89 -1.45 -2.14
C -0.31 -1.94 -2.84
C -1.55 -2.20 -2.26
O -2.52 -2.70 -3.07
C -1.79 -2.01 -0.81
O -2.34 -2.90 -0.20
N -1.52 -0.87 -0.08
C -1.37 0.40 -0.65
C -1.10 1.52 0.08
C -0.93 1.61 1.53
C -0.34 0.60 2.31
C -0.25 0.72 3.71
C -0.67 1.91 4.34
O -0.47 2.01 5.69
C -1.31 2.88 3.59
C -1.44 2.73 2.22
H 2.91 1.84 -3.03
H 4.10 -0.18 -0.39
H 2.98 -2.20 0.48
H 0.93 -3.03 -0.65
H -0.27 -2.07 -3.94
H -3.09 -3.28 -2.54
H -1.69 -0.87 0.92
H -1.54 0.45 -1.71
H -1.07 2.45 -0.47
H 0.08 -0.28 1.91
H 0.28 -0.03 4.30
H 0.21 1.40 5.92
H -1.74 3.76 4.11
H -1.85 3.54 1.62
*
```

---

Entry from the Open Molecules 2025 dataset: a single C18H14N2OS molecule (ωB97M-V with the def2-TZVPD basis set).

As for the SMILES: O=C(N/C(S)=N\c1cccc2ccccc12)c1ccccc1. For the HOMO-LUMO gap, the calculation gives 7.87 eV. Its LUMO energy is 0.0 eV.

```
! RIJCOSX wB97M-V def2-TZVPD def2/J DEFGRID3
* xyz 0 1
O 2.35 0.46 -2.81
C 1.65 0.05 -1.90
N 0.33 0.44 -1.74
C -0.48 1.25 -2.49
S -0.12 1.87 -4.08
N -1.64 1.61 -2.01
C -2.10 1.10 -0.80
C -3.12 0.11 -0.88
C -3.55 -0.56 0.24
C -3.00 -0.28 1.50
C -2.01 0.69 1.60
C -1.47 0.94 2.87
C -0.51 1.97 3.00
C -0.03 2.64 1.87
C -0.54 2.35 0.63
C -1.56 1.41 0.48
C 2.17 -1.08 -1.08
C 3.49 -1.56 -1.19
C 3.94 -2.64 -0.35
C 3.08 -3.19 0.63
C 1.83 -2.67 0.80
C 1.36 -1.65 -0.07
H -0.12 0.07 -0.90
H -1.38 2.39 -4.16
H -3.59 -0.09 -1.84
H -4.29 -1.32 0.15
H -3.35 -0.87 2.35
H -1.86 0.42 3.75
H -0.17 2.26 3.98
H 0.69 3.46 1.98
H -0.17 2.90 -0.26
H 4.19 -1.04 -1.85
H 4.91 -3.04 -0.50
H 3.49 -4.01 1.22
H 1.21 -3.07 1.64
H 0.39 -1.29 0.21
*
```

---

Entry from the Open Molecules 2025 dataset: a single C18H14N4O5 molecule (ωB97M-V with the def2-TZVPD basis set).

As for the SMILES: COc1ccc(-c2ccc(/C=N/NC(=O)c3cccnc3)o2)c([N+](=O)[O-])c1. For the HOMO-LUMO gap, the calculation gives 5.95 eV. Its LUMO energy is -1.6 eV.

```
! RIJCOSX wB97M-V def2-TZVPD def2/J DEFGRID3
* xyz 0 1
C 3.65 -4.84 -0.35
O 3.28 -3.65 -0.95
C 2.36 -3.02 -0.12
C 1.89 -1.69 -0.28
C 0.99 -0.92 0.09
C 0.10 -1.61 1.12
C -0.83 -0.62 1.89
C -1.49 -0.76 2.96
C -2.01 0.49 3.21
C -1.79 1.24 1.87
C -2.27 2.48 1.54
N -2.08 2.98 0.42
N -2.19 4.13 0.03
C -1.84 4.46 -1.33
O -2.07 5.59 -1.53
C -0.89 3.66 -1.88
C -0.86 3.54 -3.23
C -0.41 2.55 -4.06
C 0.74 1.99 -3.33
N 1.04 2.05 -2.16
C 0.00 2.92 -1.27
O -1.05 0.45 1.14
C 0.31 -2.94 1.40
N -0.27 -3.51 2.49
O -1.65 -3.41 2.36
O 0.10 -4.54 3.19
C 1.67 -3.60 0.88
H 2.74 -5.47 -0.67
H 3.73 -4.87 0.69
H 4.45 -5.15 -1.04
H 2.50 -1.34 -1.17
H 0.84 0.03 -0.35
H -1.49 -1.51 3.68
H -2.86 0.88 4.13
H -2.97 3.00 2.08
H -2.92 4.76 0.46
H -1.78 4.01 -3.98
H -0.30 2.53 -5.07
H 1.51 1.26 -3.79
H 0.44 2.96 -0.25
H 1.71 -4.48 1.16
*
```

---

Entry from the Open Molecules 2025 dataset: a single C18H14O2S molecule (ωB97M-V with the def2-TZVPD basis set).

As for the SMILES: O=c1sc(-c2ccccc2)cc(O)c1Cc1ccccc1. For the HOMO-LUMO gap, the calculation gives 7.92 eV. Its LUMO energy is -0.2 eV.

```
! RIJCOSX wB97M-V def2-TZVPD def2/J DEFGRID3
* xyz 0 1
O 0.50 -0.01 3.32
C -0.10 0.02 2.29
S -1.57 -0.95 2.10
C -1.74 -0.97 0.38
C -2.72 -1.92 -0.16
C -2.96 -3.15 0.50
C -3.86 -4.08 -0.03
C -4.59 -3.74 -1.19
C -4.41 -2.50 -1.81
C -3.50 -1.60 -1.27
C -1.07 -0.13 -0.50
C -0.13 0.88 -0.07
O 0.26 1.75 -1.03
C 0.38 0.97 1.24
C 1.35 2.04 1.61
C 2.59 2.08 0.76
C 2.69 3.03 -0.27
C 3.73 2.95 -1.18
C 4.73 1.99 -1.00
C 4.62 1.06 0.02
C 3.55 1.11 0.92
H -2.42 -3.43 1.44
H -4.06 -5.01 0.51
H -5.29 -4.43 -1.62
H -4.95 -2.26 -2.70
H -3.39 -0.60 -1.72
H -1.27 -0.14 -1.58
H 1.18 2.02 -0.82
H 1.62 2.01 2.69
H 0.76 2.96 1.52
H 1.95 3.80 -0.41
H 3.78 3.68 -1.97
H 5.55 1.93 -1.73
H 5.41 0.30 0.11
H 3.41 0.31 1.66
*
```

---

Entry from the Open Molecules 2025 dataset: a molecular structure, C18H14PPtS4 (ωB97M-V with the def2-TZVPD basis set).

For the HOMO-LUMO gap (alpha / beta), the calculation gives 7.81 / 5.80 eV. Its LUMO energy (alpha / beta) is -3.0 / -6.1 eV.

```
! RIJCOSX wB97M-V def2-TZVPD def2/J DEFGRID3
* xyz 1 5
Pt 1.12 -1.35 -2.00
S 1.54 -3.64 -1.90
S 1.23 -4.40 -3.70
S 0.75 -2.83 -4.97
S -0.24 -1.48 -3.89
C -2.52 2.23 -2.55
C -1.19 2.56 -2.32
C -0.41 1.77 -1.49
C -0.97 0.64 -0.88
C -2.32 0.31 -1.12
C -3.08 1.11 -1.95
P 0.01 -0.48 0.12
C -0.82 -0.77 1.68
C -1.46 0.28 2.33
C -2.05 0.06 3.56
C -2.01 -1.20 4.13
C -1.38 -2.25 3.48
C -0.78 -2.04 2.25
C 1.65 0.20 0.27
C 2.23 0.98 1.27
C 3.53 1.40 1.09
C 4.24 1.03 -0.06
C 3.68 0.23 -1.04
C 2.36 -0.20 -0.88
H -3.12 2.85 -3.21
H -0.76 3.43 -2.79
H 0.62 2.02 -1.30
H -2.76 -0.56 -0.65
H -4.12 0.86 -2.13
H -1.51 1.27 1.87
H -2.54 0.88 4.08
H -2.48 -1.37 5.10
H -1.36 -3.24 3.93
H -0.29 -2.86 1.74
H 1.67 1.25 2.16
H 4.01 2.01 1.84
H 5.26 1.38 -0.17
H 4.26 -0.06 -1.90
*
```

---

Entry from the Open Molecules 2025 dataset: a molecular structure, C18H14PPtSe3Te (ωB97M-V with the def2-TZVPD basis set).

For the HOMO-LUMO gap (alpha / beta), the calculation gives 4.37 / 4.37 eV. Its LUMO energy (alpha / beta) is -6.5 / -6.5 eV.

```
! RIJCOSX wB97M-V def2-TZVPD def2/J DEFGRID3
* xyz 1 1
Pt -0.56 -0.19 0.35
Se -2.81 -1.10 0.78
Se -3.24 -2.78 -0.63
Te -1.46 -2.88 -2.28
Se 0.13 -1.17 -1.64
C 0.10 5.81 4.55
C -0.08 5.83 3.17
C -0.24 4.65 2.48
C -0.24 3.43 3.16
C -0.07 3.42 4.55
C 0.11 4.61 5.24
P -0.40 1.84 2.31
C -1.38 2.25 0.81
C -0.85 2.47 -0.47
C -1.69 2.71 -1.56
C -3.06 2.75 -1.37
C -3.60 2.57 -0.10
C -2.78 2.31 0.97
C 1.25 1.55 1.57
C 2.42 2.19 1.94
C 3.64 1.77 1.42
C 3.70 0.71 0.54
C 2.53 0.05 0.16
C 1.31 0.48 0.66
H 0.23 6.74 5.09
H -0.08 6.77 2.64
H -0.38 4.67 1.40
H -0.08 2.47 5.08
H 0.24 4.59 6.31
H 0.22 2.51 -0.61
H -1.26 2.87 -2.54
H -3.71 2.95 -2.21
H -4.67 2.63 0.04
H -3.20 2.16 1.96
H 2.38 3.01 2.65
H 4.55 2.28 1.71
H 4.65 0.38 0.14
H 2.60 -0.80 -0.52
*
```